(1)
83
Properties=species:S:1:pos:R:3:mulliken_charge:R:1 method="wB97M-V/def2-TZVPD" total_energy_ev=-90436.96954 gap_ev=6.30 homo_energy_ev=-8.12 relative_energy_kj_mol=129.0 lumo_ev=-1.8
Bi -2.071 -0.015 -0.239 1.25
C -2.865 -3.361 -4.948 -0.45
C -3.343 -3.254 -3.651 -1.01
C -3.027 -2.140 -2.887 -0.12
C -2.244 -1.136 -3.437 0.13
C -1.754 -1.237 -4.734 -0.23
C -2.067 -2.355 -5.485 -0.74
N -1.912 -0.022 -2.598 1.23
N -1.397 0.970 -3.132 -0.70
C -1.062 2.027 -2.248 -0.24
C -0.439 3.123 -2.830 -0.40
C -0.083 4.202 -2.038 -0.60
C -0.368 4.181 -0.680 -0.71
C -0.986 3.078 -0.096 -0.62
C -1.338 1.986 -0.873 0.44
H -3.099 -4.238 -5.537 0.40
H -3.949 -4.038 -3.218 0.44
H -3.389 -2.082 -1.863 0.28
H -1.117 -0.458 -5.125 0.46
H -1.676 -2.450 -6.489 0.39
H -0.220 3.097 -3.890 0.53
H 0.427 5.051 -2.472 0.40
H -0.089 5.026 -0.063 0.43
H -1.172 3.077 0.971 0.56
O -3.026 -4.407 3.349 -0.57
C -2.326 -3.563 4.080 0.51
O -1.724 -3.895 5.074 -0.63
C -2.266 -2.146 3.609 0.60
C -1.365 -1.243 4.132 -0.94
N -1.538 -0.096 3.468 0.01
N -2.499 -0.172 2.537 -0.52
C -2.959 -1.422 2.612 0.05
C -4.010 -1.896 1.627 0.76
O -4.139 -3.129 1.495 -0.86
O -4.614 -0.995 0.998 -0.54
H -3.469 -3.930 2.577 0.45
H -0.642 -1.364 4.922 0.60
H -0.982 0.751 3.550 0.18
C 4.601 -1.771 3.167 -1.22
C 3.149 -1.775 2.696 -0.45
C 2.396 -0.510 3.082 -0.19
N 2.802 0.594 2.213 0.30
C 2.182 1.762 2.171 0.39
S 0.913 2.194 3.189 -0.46
N 2.597 2.722 1.259 -0.03
C 3.428 2.731 0.138 -0.05
O 3.335 3.654 -0.636 -0.60
C 4.433 1.644 -0.066 0.11
C 5.470 1.465 0.843 0.25
C 6.431 0.491 0.607 -0.47
C 6.342 -0.311 -0.522 -0.50
C 5.319 -0.111 -1.440 -0.72
C 4.376 0.883 -1.225 -0.27
H 5.138 -2.643 2.792 0.40
H 4.653 -1.790 4.258 0.35
H 5.135 -0.882 2.822 0.21
H 2.620 -2.625 3.129 0.52
H 3.099 -1.900 1.610 0.05
H 2.604 -0.238 4.119 0.59
H 1.322 -0.653 2.986 -0.23
H 3.491 0.384 1.505 -0.21
H 2.003 3.541 1.291 0.23
H 5.529 2.088 1.728 0.36
H 7.249 0.365 1.304 0.45
H 7.073 -1.091 -0.692 0.41
H 5.257 -0.727 -2.327 0.43
H 3.588 1.063 -1.944 0.48
F 0.534 -1.326 0.794 -0.35
C 0.317 -0.688 -0.411 -0.04
F 1.196 0.378 -0.420 0.00
C 0.817 -1.642 -1.490 0.55
F -0.062 -2.642 -1.650 -0.28
F 0.927 -0.993 -2.661 -0.25
F 2.006 -2.184 -1.213 -0.24
C -5.657 1.744 0.592 -1.05
Te -4.966 0.682 -1.103 0.42
C -4.895 2.490 -2.245 -1.18
H -4.868 2.389 0.973 0.30
H -5.929 1.000 1.334 0.28
H -6.519 2.330 0.284 0.42
H -5.908 2.833 -2.443 0.42
H -4.383 2.308 -3.190 0.34
H -4.347 3.241 -1.678 0.33

***

(2)
73
Properties=species:S:1:pos:R:3:mulliken_charge:R:1 method="wB97M-V/def2-TZVPD" total_energy_ev=-83867.34755 gap_ev=5.77 charge=-2 homo_energy_ev=-0.99 relative_energy_kj_mol=64.7 lumo_ev=4.8
Ca -0.607 0.058 0.031 1.15
O 1.546 -0.704 0.189 1.85
C 2.139 -1.151 -2.128 2.22
C 3.556 -1.312 -2.642 -1.59
C 3.916 -2.100 -3.669 -0.43
C 2.966 -2.897 -4.388 -0.97
C 1.655 -2.776 -4.017 -0.68
C 1.169 -1.931 -2.993 0.52
C -0.238 -1.905 -2.848 -1.17
N -0.997 -1.259 -2.012 0.27
C -2.430 -1.416 -2.267 -0.93
C -3.298 -1.005 -1.073 -1.20
N -2.846 0.287 -0.609 0.03
C -3.585 1.272 -0.329 -1.23
C -3.050 2.592 0.069 0.45
C -3.793 3.643 -0.322 -0.67
C -3.346 5.027 -0.204 -0.59
C -2.225 5.322 0.459 -1.08
C -1.494 4.249 1.173 -0.27
C -1.653 2.767 0.695 1.62
O -0.681 2.260 -0.090 -1.25
H 4.299 -0.731 -2.102 0.30
H 4.966 -2.140 -3.949 0.30
H 3.275 -3.559 -5.185 0.34
H 0.905 -3.357 -4.550 0.25
H -0.741 -2.552 -3.584 0.07
H -2.669 -2.455 -2.530 0.43
H -2.717 -0.785 -3.121 0.33
H -3.142 -1.722 -0.260 0.24
H -4.363 -1.012 -1.350 0.51
H -4.674 1.221 -0.476 0.14
H -4.747 3.460 -0.811 0.36
H -3.925 5.801 -0.698 0.38
H -1.868 6.347 0.499 0.35
H -0.423 4.451 1.253 0.54
C 1.858 0.363 -2.143 -1.57
N 2.183 -1.635 -0.657 -0.38
C 2.259 -0.459 1.389 -1.04
C 1.707 0.819 2.010 -0.66
N 0.292 0.723 2.414 1.48
C 0.162 -0.192 3.564 -1.29
C -0.299 2.020 2.759 -1.39
C 0.350 2.816 3.623 -0.27
C -0.242 4.027 4.182 -0.82
C -1.411 4.487 3.734 -1.16
C -2.046 3.828 2.562 -0.07
C -1.691 2.338 2.247 1.54
S -2.866 1.069 2.774 -0.65
C 1.794 -3.006 -0.409 -0.48
C 2.706 -3.909 -0.970 -0.48
C 2.541 -5.277 -0.903 -0.76
C 1.444 -5.779 -0.213 -0.62
C 0.560 -4.898 0.373 -0.71
C 0.671 -3.492 0.307 1.04
S -0.593 -2.611 1.168 -0.39
H 2.059 0.699 -3.160 0.54
H 2.522 0.899 -1.463 0.20
H 0.832 0.649 -1.923 0.27
H 3.315 -0.322 1.137 0.34
H 2.151 -1.326 2.048 0.36
H 1.785 1.628 1.279 0.29
H 2.362 1.063 2.861 0.32
H 0.827 0.132 4.380 0.38
H 0.400 -1.207 3.251 0.32
H -0.873 -0.164 3.897 0.13
H 1.311 2.502 4.018 0.28
H 0.268 4.511 5.009 0.37
H -1.884 5.347 4.197 0.33
H -3.133 3.921 2.576 0.49
H 3.559 -3.497 -1.488 0.43
H 3.262 -5.932 -1.379 0.35
H 1.276 -6.848 -0.128 0.33
H -0.296 -5.277 0.918 0.36

***

(3)
74
Properties=species:S:1:pos:R:3:mulliken_charge:R:1 method="wB97M-V/def2-TZVPD" total_energy_ev=-80178.96039 gap_ev=5.68 charge=+3 homo_energy_ev=-16.09 relative_energy_kj_mol=5.9 lumo_ev=-10.4
Ta -0.536 -0.246 0.235 1.42
C -3.454 1.262 -0.059 -1.04
O -2.117 0.991 -0.610 -0.25
C -1.951 1.352 -1.981 0.47
C -2.615 2.400 -2.581 -0.50
C -2.345 2.631 -3.927 -0.90
C -1.443 1.834 -4.625 -0.78
C -0.791 0.781 -4.001 -0.75
C -1.052 0.550 -2.660 0.66
N -0.521 -0.489 -1.854 0.74
N -0.006 -1.502 -2.469 -0.71
C 0.272 -2.651 -1.851 0.46
C -0.240 -3.027 -0.567 1.04
O -0.898 -2.070 0.149 -0.69
C -0.171 -4.307 -0.074 -1.10
C 0.479 -5.262 -0.845 -0.72
C 1.040 -4.981 -2.102 0.61
C 1.685 -6.002 -2.839 -0.90
C 2.214 -5.727 -4.070 -0.67
C 2.118 -4.427 -4.592 -0.67
C 1.502 -3.410 -3.893 -0.54
C 0.943 -3.671 -2.641 0.64
H -4.186 0.946 -0.798 0.53
H -3.551 0.664 0.842 0.10
H -3.543 2.321 0.163 0.40
H -3.327 3.019 -2.053 0.49
H -2.851 3.443 -4.431 0.48
H -1.253 2.032 -5.670 0.47
H -0.103 0.144 -4.537 0.56
H -0.621 -4.552 0.877 0.54
H 0.554 -6.274 -0.463 0.47
H 1.750 -6.997 -2.417 0.46
H 2.704 -6.502 -4.643 0.45
H 2.539 -4.219 -5.567 0.45
H 1.453 -2.417 -4.316 0.46
Cl 4.046 -1.959 0.922 -0.14
C 3.655 -0.348 0.536 0.39
C 4.680 0.620 0.391 -0.42
C 4.382 1.920 0.081 0.56
Cl 5.638 3.066 -0.088 -0.16
C 3.026 2.340 -0.106 -0.68
C 2.596 3.637 -0.426 -0.64
C 1.246 3.887 -0.572 -1.42
C 0.329 2.855 -0.409 -0.10
N 0.697 1.604 -0.109 0.38
C 2.035 1.360 0.040 1.06
C 2.355 0.041 0.360 -0.24
O 1.257 -0.772 0.476 -0.44
H 5.708 0.316 0.529 0.52
H 3.322 4.430 -0.552 0.52
H 0.889 4.877 -0.816 0.50
H -0.729 3.042 -0.526 0.52
C -3.098 -0.942 3.149 -1.22
C -1.778 -0.421 3.714 -0.79
P -0.983 0.826 2.652 0.82
C 0.686 1.183 3.317 -0.41
C 0.821 1.046 4.838 -1.44
C -1.965 2.359 2.728 -0.17
C -1.880 3.107 4.062 -1.42
H -3.481 -1.751 3.769 0.44
H -2.984 -1.356 2.140 0.26
H -3.865 -0.168 3.122 0.38
H -1.061 -1.235 3.853 0.49
H -1.919 0.031 4.699 0.53
H 0.927 2.198 2.984 0.48
H 1.400 0.518 2.826 0.14
H 0.177 1.738 5.374 0.34
H 1.850 1.261 5.124 0.45
H 0.598 0.034 5.173 0.33
H -3.001 2.083 2.522 0.45
H -1.637 3.003 1.907 0.26
H -2.177 2.480 4.902 0.36
H -2.559 3.958 4.036 0.43
H -0.879 3.490 4.250 0.36

***

(4)
81
Properties=species:S:1:pos:R:3:mulliken_charge:R:1 method="wB97M-V/def2-TZVPD" total_energy_ev=-95127.58539 gap_ev=7.53 homo_energy_ev=-9.13 lumo_ev=-1.6 smiles="CC[C@@H](F)[C@@H]1[C@H](P(O)Cl)[C@H](Cc2ccccc2C)[C@H](c2cccnc2)OS1(=O)=O.O=C1C=C(O)C(=O)C=C1O.O=C1C=C(O)C(=O)C=C1O"
C 3.630 2.694 5.903 -1.14
C 3.226 1.395 6.602 -0.87
C 2.823 0.269 5.662 0.31
F 2.915 -0.937 6.372 -0.40
C 1.383 0.410 5.138 -0.44
C 0.590 -0.882 4.843 -1.59
P 0.451 -2.106 6.244 0.27
O -0.936 -2.827 5.740 -0.52
Cl -0.294 -0.746 7.633 -0.28
C 0.993 -1.584 3.517 0.48
C 2.474 -2.008 3.423 -0.43
C 2.681 -3.383 2.808 0.24
C 1.940 -4.447 3.318 -0.68
C 2.054 -5.727 2.816 -0.88
C 2.935 -5.972 1.773 -0.70
C 3.703 -4.938 1.290 -0.64
C 3.604 -3.642 1.792 1.45
C 4.536 -2.611 1.204 -2.00
C 0.415 -0.744 2.371 -0.07
C 0.971 -1.004 0.991 -0.08
C 2.109 -0.373 0.485 0.19
C 2.493 -0.647 -0.822 -0.81
C 1.736 -1.543 -1.568 -0.59
N 0.655 -2.163 -1.096 -0.64
C 0.289 -1.881 0.151 -0.60
O 0.406 0.692 2.629 -0.58
S 1.362 1.435 3.645 1.40
O 2.685 1.474 3.090 -0.63
O 0.695 2.656 3.962 -0.74
H 4.218 2.511 5.005 0.27
H 2.765 3.311 5.656 0.30
H 4.239 3.285 6.590 0.42
H 2.436 1.568 7.336 0.39
H 4.087 1.010 7.155 0.37
H 3.546 0.235 4.846 0.30
H 0.810 0.993 5.859 0.88
H -0.439 -0.525 4.687 0.90
H -1.300 -2.443 4.933 0.43
H 0.415 -2.511 3.483 0.91
H 3.079 -1.256 2.920 -0.21
H 2.858 -2.075 4.441 0.64
H 1.257 -4.276 4.144 0.36
H 1.449 -6.523 3.232 0.42
H 3.030 -6.965 1.352 0.39
H 4.418 -5.127 0.496 0.44
H 4.607 -1.701 1.795 0.33
H 5.543 -3.034 1.161 0.58
H 4.254 -2.367 0.181 0.29
H -0.645 -1.004 2.318 0.58
H 2.665 0.334 1.087 0.51
H 3.354 -0.151 -1.248 0.54
H 2.008 -1.749 -2.598 0.46
H -0.606 -2.380 0.518 0.49
C -2.355 1.126 -4.780 -1.01
C -1.366 0.984 -3.885 0.39
C 0.091 0.944 -4.289 1.07
O 0.900 0.830 -3.386 -0.55
C 0.428 1.037 -5.693 -1.05
C -0.561 1.176 -6.587 0.13
C -2.016 1.239 -6.179 1.20
O -2.820 1.383 -7.087 -0.65
O -0.365 1.272 -7.892 -0.60
O -1.564 0.867 -2.584 -0.57
H -3.398 1.160 -4.499 0.55
H 1.470 0.994 -5.976 0.45
H -1.251 1.370 -8.294 0.36
H -0.679 0.772 -2.178 0.25
C -7.064 4.355 -7.959 -1.11
C -7.700 5.030 -6.992 0.36
C -7.606 4.634 -5.538 1.08
O -8.214 5.327 -4.742 -0.63
C -6.816 3.474 -5.183 -0.98
C -6.178 2.796 -6.149 0.36
C -6.258 3.203 -7.605 1.09
O -5.639 2.526 -8.402 -0.60
O -5.431 1.730 -5.922 -0.52
O -8.460 6.093 -7.209 -0.57
H -7.127 4.633 -9.002 0.42
H -6.765 3.192 -4.141 0.44
H -5.043 1.456 -6.780 0.29
H -8.786 6.374 -6.331 0.38

***

(5)
68
Properties=species:S:1:pos:R:3:mulliken_charge:R:1 method="wB97M-V/def2-TZVPD" total_energy_ev=-40774.06407 gap_ev=5.93 homo_energy_ev=-6.08 relative_energy_kj_mol=344.1 lumo_ev=-0.1 smiles=COc1ccc([C@H](c2cc(-c3ccccc3)c([O-])c(-c3ccccc3)c2)[N+]23CCN(CC2)CC3)cc1
C -0.369 0.599 -3.356 -0.63
C -0.380 1.939 -4.033 -0.99
N -1.011 2.993 -3.185 -0.23
C -2.389 2.484 -2.810 -1.00
C -2.376 1.155 -2.072 -0.35
N -0.862 0.639 -1.890 0.04
C -0.169 1.765 -1.134 0.15
C -0.242 3.075 -1.898 -0.96
H -1.038 -0.110 -3.863 0.59
H 0.650 0.216 -3.330 0.49
H 0.650 2.254 -4.236 0.38
H -0.955 1.878 -4.964 0.32
H -2.835 3.289 -2.213 0.38
H -2.944 2.444 -3.752 0.31
H -2.807 1.305 -1.077 0.47
H -2.926 0.393 -2.641 0.60
H -0.689 1.858 -0.170 0.01
H 0.858 1.444 -0.982 0.40
H 0.766 3.424 -2.164 0.33
H -0.726 3.853 -1.286 0.37
C -6.492 -2.088 0.442 -0.71
O -5.524 -3.112 0.050 -0.48
C -4.234 -2.691 -0.111 0.61
C -3.313 -3.508 -0.821 -0.78
C -2.042 -3.027 -1.136 -0.85
C -1.682 -1.691 -0.841 -0.20
C -0.488 -0.812 -1.270 0.63
C 0.646 -0.908 -0.153 -0.32
C 2.044 -1.081 -0.387 -1.28
C 3.031 -0.791 0.556 0.60
C 4.476 -1.002 0.301 0.70
C 4.968 -1.075 -1.031 -0.42
C 6.326 -1.258 -1.292 -0.69
C 7.253 -1.301 -0.248 -0.35
C 6.796 -1.183 1.067 -0.70
C 5.441 -1.061 1.332 -0.32
C 2.587 -0.321 1.894 0.46
O 3.404 -0.079 2.811 -0.93
C 1.149 -0.100 2.082 -0.07
C 0.633 0.657 3.220 0.44
C -0.647 1.264 3.111 0.11
C -1.187 2.009 4.157 -0.83
C -0.432 2.233 5.322 -0.37
C 0.854 1.675 5.429 -0.71
C 1.362 0.890 4.405 -0.44
C 0.278 -0.689 1.180 -0.67
C -2.564 -0.955 -0.068 0.18
C -3.823 -1.405 0.299 -0.97
H -7.461 -2.581 0.579 0.24
H -6.166 -1.619 1.388 0.28
H -6.563 -1.335 -0.363 0.32
H -3.619 -4.528 -1.078 0.44
H -1.360 -3.701 -1.658 0.49
H -0.038 -1.258 -2.165 0.66
H 2.320 -1.517 -1.356 0.29
H 4.268 -0.979 -1.865 0.23
H 6.656 -1.395 -2.316 0.35
H 8.312 -1.423 -0.455 0.38
H 7.496 -1.219 1.898 0.35
H 5.120 -0.977 2.364 0.40
H -1.227 1.138 2.189 -0.05
H -2.209 2.387 4.068 0.35
H -0.852 2.834 6.130 0.35
H 1.443 1.836 6.337 0.37
H 2.351 0.452 4.502 0.44
H -0.720 -0.929 1.514 1.09
H -2.306 0.055 0.198 0.37
H -4.472 -0.727 0.846 0.28

***

(6)
77
Properties=species:S:1:pos:R:3:mulliken_charge:R:1 method="wB97M-V/def2-TZVPD" total_energy_ev=-70920.97386 gap_ev=8.13 charge=+1 homo_energy_ev=-10.83 relative_energy_kj_mol=41.6 lumo_ev=-2.7
Y -0.614 0.254 -0.609 0.55
O -6.832 0.596 -0.933 -0.52
C -5.639 0.525 -0.917 0.16
C -4.653 1.278 -1.828 0.02
O -4.930 2.047 -2.710 -0.63
C -3.309 0.893 -1.347 1.47
C -3.426 0.180 -0.159 1.13
O -2.390 -0.161 0.574 -1.14
C -4.775 -0.298 0.029 0.21
O -5.126 -1.222 0.757 -0.81
O -2.166 1.202 -1.867 -1.20
C 4.082 -2.706 3.475 -0.49
C 3.300 -3.235 2.457 -0.87
C 2.815 -2.411 1.452 -0.14
C 3.125 -1.054 1.451 0.53
C 3.902 -0.525 2.477 -0.39
C 4.378 -1.351 3.487 -0.71
Sb 2.379 0.219 -0.067 1.88
C 3.745 1.813 0.059 0.17
C 5.115 1.552 0.052 -0.05
C 6.022 2.596 0.131 -0.83
C 5.567 3.906 0.221 -0.51
C 4.206 4.171 0.231 -0.54
C 3.294 3.127 0.150 -0.58
C 3.019 -0.731 -1.857 0.56
C 2.471 -1.966 -2.202 0.03
C 2.822 -2.579 -3.396 -0.84
C 3.711 -1.955 -4.260 -0.51
C 4.244 -0.717 -3.931 -0.71
C 3.898 -0.102 -2.735 -0.51
H 4.460 -3.350 4.259 0.39
H 3.068 -4.292 2.445 0.43
H 2.194 -2.837 0.674 0.14
H 4.150 0.529 2.495 0.46
H 4.984 -0.933 4.279 0.40
H 5.480 0.533 -0.015 0.52
H 7.084 2.389 0.124 0.41
H 6.277 4.721 0.285 0.39
H 3.850 5.190 0.303 0.42
H 2.233 3.348 0.159 0.10
H 1.763 -2.461 -1.545 -0.04
H 2.397 -3.540 -3.655 0.43
H 3.984 -2.431 -5.192 0.39
H 4.933 -0.226 -4.606 0.40
H 4.323 0.864 -2.492 0.42
O -0.366 -2.039 0.320 -0.83
C -1.218 -2.279 -0.574 0.92
O -1.190 -1.697 -1.695 -0.80
C -2.400 -3.184 -0.245 0.12
N -2.819 -2.910 1.181 0.16
C -2.893 -4.219 1.901 -0.59
C -1.839 -5.054 1.197 -0.49
C -2.046 -4.683 -0.273 -0.89
H -3.221 -2.929 -0.910 0.44
H -3.711 -2.355 1.205 0.26
H -2.099 -2.308 1.589 0.32
H -3.895 -4.619 1.756 0.35
H -2.724 -4.056 2.962 0.39
H -1.965 -6.118 1.384 0.46
H -0.843 -4.761 1.534 0.18
H -2.880 -5.243 -0.695 0.41
H -1.171 -4.876 -0.890 0.35
S -0.546 2.768 0.618 -0.69
C -2.078 3.549 0.416 0.40
N -2.628 3.719 -0.774 0.03
C -3.903 4.406 -0.997 -0.75
C -4.765 4.290 0.248 -0.28
C -3.972 4.732 1.465 -0.70
N -2.695 4.019 1.497 -0.14
H -2.191 3.233 -1.543 0.25
H -4.386 3.936 -1.852 0.32
H -3.709 5.452 -1.240 0.40
H -5.100 3.258 0.374 0.06
H -5.653 4.911 0.141 0.39
H -4.507 4.501 2.384 0.44
H -3.790 5.809 1.441 0.31
H -2.208 3.897 2.369 0.21